(1)
C3H2INS in the gas phase. Source: the Open Molecules 2025 dataset; level of theory: ωB97M-V with the def2-TZVPD basis set.

```
8
Properties=species:S:1:pos:R:3:forces:R:3:nbo_charge:R:1
I -3.44463 0.24795 -0.02684 1.03 -0.12 -0.03 0.29
C -1.38419 -0.05300 -0.04788 3.58 3.95 0.77 -0.40
N -0.22166 1.26599 0.05365 -5.14 -3.33 -1.15 -0.36
C 0.92600 0.65652 -0.05796 -2.19 -0.45 0.72 -0.05
C 1.03272 -0.68028 -0.00183 -2.76 -1.60 -0.37 -0.49
S -0.52702 -1.47761 0.00582 1.00 1.41 -0.04 0.58
H 1.74382 1.25921 -0.11681 2.37 1.67 0.01 0.22
H 1.87495 -1.21877 0.19185 2.11 -1.53 0.09 0.23
```
Forces are in eV/Å.

Calculated values
- HOMO-LUMO gap (spin up / spin down): 8.181 / 8.179 eV
- Electronic energy: -23566.2528 eV
- Energy above the lowest of the compared OMol25 structures with the same formula, charge and spin: 53.18 kcal/mol
- HOMO level (spin up / spin down): -8.432 / -8.431 eV
- LUMO level (spin up / spin down): -0.3 / -0.3 eV


(2)
6 unconnected molecules or ions with the total composition H12O6. Source: the Open Molecules 2025 dataset; level of theory: ωB97M-V with the def2-TZVPD basis set.

```
18
Properties=species:S:1:pos:R:3:forces:R:3:nbo_charge:R:1
O 27.12300 9.94000 26.20900 0.45 3.83 1.53 -0.94
H 27.04400 9.16300 26.66600 -0.26 -2.92 2.10 0.45
H 27.09700 9.67600 25.33700 -0.12 -0.68 -3.21 0.47
O 26.57900 8.73000 23.87200 2.11 3.02 -2.25 -0.96
H 27.31900 8.28300 23.45600 0.05 -0.49 0.18 0.49
H 26.02900 8.14900 24.28900 -2.06 -2.83 1.63 0.48
O 27.16600 10.01200 20.82400 -0.34 0.08 0.97 -0.98
H 27.20000 10.45100 21.73500 -0.79 -1.25 -1.87 0.51
H 26.35400 9.46900 20.66300 0.82 1.24 0.91 0.48
O 25.98900 6.09300 22.60600 3.90 -1.00 3.58 -0.91
H 25.89600 6.82400 22.10700 0.13 4.48 -2.33 0.47
H 25.30300 5.62200 22.31000 -4.20 -3.60 -1.54 0.47
O 25.75300 5.11900 25.18600 -0.97 2.16 -1.57 -1.01
H 25.91300 5.37800 24.21300 0.36 -1.30 2.41 0.50
H 26.13300 4.34600 25.56900 0.73 -0.76 -0.59 0.48
O 29.01600 7.98300 21.39000 6.53 -5.02 0.20 -0.92
H 28.28800 8.39700 21.23300 -7.22 5.20 -0.90 0.45
H 29.01800 7.49200 20.54300 0.88 -0.16 0.74 0.46
```
Forces are in eV/Å.

Calculated values
- HOMO-LUMO gap: 10.788 eV
- Electronic energy: -12478.1598 eV
- Energy above the lowest of the compared OMol25 structures with the same formula, charge and spin: 68.12 kcal/mol
- HOMO level: -10.923 eV
- LUMO level: -0.1 eV


(3)
9 unconnected molecules or ions with the total composition C28H41N5O16S4. Source: the Open Molecules 2025 dataset; level of theory: ωB97M-V with the def2-TZVPD basis set.

```
94
Properties=species:S:1:pos:R:3:forces:R:3:lowdin_charge:R:1
O -13.31636 -29.13361 8.42136 -2.87 2.32 1.12 -0.25
S -14.28734 -28.18842 9.00765 0.47 -0.59 1.13 0.76
O -13.83056 -27.29395 10.07543 -0.98 -1.76 -2.00 -0.26
O -15.09863 -27.27246 7.92633 0.97 -1.63 0.67 -0.20
C -16.51609 -27.45400 8.04172 -0.80 2.41 -0.79 -0.18
C -16.87946 -28.29196 9.22757 1.25 0.00 1.24 -0.18
O -15.68545 -29.02771 9.51810 2.14 -0.23 -0.84 -0.22
H -16.85204 -26.44247 8.26986 -0.33 0.07 -0.20 0.13
H -16.93913 -27.68028 7.06297 0.26 -0.67 0.14 0.13
H -17.75074 -28.93960 9.12994 0.39 -0.20 -0.29 0.14
H -17.00160 -27.68034 10.12150 -0.49 0.30 -0.17 0.13
O -30.43883 -17.86123 1.57125 -2.49 -2.75 0.97 -0.25
S -31.36637 -18.97059 1.87235 0.87 0.72 -1.54 0.70
O -30.98796 -20.05005 2.75955 -0.60 1.63 -0.82 -0.24
O -32.84021 -18.37769 2.19473 0.22 -0.09 0.37 -0.21
C -33.84215 -19.35375 1.78012 0.87 -0.15 0.02 -0.15
C -33.32936 -19.83563 0.42589 0.78 -0.47 0.37 -0.14
O -31.86372 -19.65483 0.46256 -0.55 0.36 0.54 -0.22
H -33.83275 -20.17116 2.50113 -0.04 0.05 0.05 0.12
H -34.84689 -18.93533 1.72094 0.39 0.45 0.16 0.14
H -33.76520 -19.32131 -0.43064 0.41 0.24 0.10 0.13
H -33.53684 -20.90272 0.34611 0.16 0.02 -0.22 0.13
O -31.66728 -18.63551 9.18568 -2.15 0.65 1.21 -0.23
S -32.96212 -18.93037 9.76528 -0.26 -4.04 -2.04 0.73
O -33.71478 -20.03842 9.06375 1.53 3.78 2.32 -0.28
O -32.77598 -19.34732 11.31757 0.08 -0.09 -1.62 -0.20
C -33.75049 -18.71872 12.12822 -0.19 0.48 0.38 -0.16
C -34.68538 -17.88988 11.21202 -0.27 -1.46 1.61 -0.20
O -33.90817 -17.64952 10.10639 2.01 0.34 -2.60 -0.19
H -34.30807 -19.49252 12.65590 0.24 0.28 0.34 0.14
H -33.14966 -18.02962 12.72173 -0.47 -0.21 0.65 0.13
H -34.93122 -16.96765 11.73848 -0.21 0.01 -0.48 0.14
H -35.54306 -18.48772 10.90368 -0.30 0.26 0.23 0.13
O -26.81296 -8.97478 6.97307 -4.23 -2.58 -1.41 -0.28
S -28.09232 -9.67102 6.54311 0.84 1.32 -0.17 0.78
O -29.40035 -8.98841 6.72158 3.82 -2.11 -0.62 -0.25
O -27.94710 -10.28912 5.01350 -0.66 2.00 0.71 -0.25
C -27.15396 -11.47594 4.96330 -0.22 0.63 0.64 -0.13
C -27.42500 -12.16377 6.40929 1.38 1.13 -1.96 -0.12
O -28.20230 -11.19084 7.08544 -0.68 0.52 1.41 -0.23
H -27.49666 -11.96770 4.05290 -0.23 -0.53 0.49 0.12
H -26.15034 -11.11742 4.73459 0.37 -0.53 0.65 0.12
H -26.48670 -12.27366 6.95299 -0.04 -0.22 -0.13 0.12
H -27.92996 -13.12118 6.28089 -0.36 0.37 0.39 0.13
C -21.23420 -17.33368 -0.73146 -1.24 -0.30 0.92 -0.12
C -21.49435 -18.56649 -1.38355 -2.16 -0.38 1.08 -0.12
C -22.76324 -18.98694 -0.95215 0.12 0.19 0.02 -0.14
N -23.37742 -18.04846 -0.08773 4.48 0.63 -1.42 0.02
C -22.34082 -17.05266 0.06832 -0.82 -0.71 -0.12 -0.13
H -20.28146 -16.82666 -0.77180 -0.30 0.33 0.10 0.09
H -20.84213 -19.14035 -2.02519 -0.12 0.12 0.00 0.09
H -23.22058 -19.93696 -1.18604 -0.26 0.20 0.00 0.09
H -24.16728 -18.14524 0.53426 0.25 -0.19 -0.35 0.13
H -22.49706 -16.27459 0.80085 0.05 0.09 -0.22 0.09
C -12.81780 -16.63169 6.39527 -0.87 2.32 -0.68 -0.09
C -14.06557 -17.08051 5.93628 -1.53 -0.77 -0.76 -0.14
C -14.58758 -16.19936 4.98692 -0.42 -2.86 0.74 -0.17
N -13.66565 -15.27490 4.74113 0.43 1.23 1.68 0.01
C -12.70629 -15.39153 5.75905 1.59 -0.23 -1.25 -0.13
H -12.17371 -17.02025 7.17024 -0.13 0.04 -0.14 0.09
H -14.58283 -18.00151 6.16121 0.09 0.04 0.33 0.09
H -15.56609 -16.27382 4.53595 0.30 0.13 -0.37 0.11
H -13.82581 -14.54973 4.05661 0.47 0.22 0.57 0.15
H -11.92818 -14.64624 5.83317 0.06 -0.13 -0.11 0.09
C -26.48001 -25.31797 8.83123 -1.51 0.30 -2.15 -0.12
C -26.56523 -24.56107 9.98012 -0.11 0.93 1.62 -0.16
C -27.52592 -23.57723 9.85561 -0.52 -0.50 -1.45 -0.11
N -28.10203 -23.75484 8.57586 1.39 -0.14 1.15 0.00
C -27.44123 -24.77650 7.93894 0.39 -0.70 0.91 -0.13
H -25.84182 -26.18035 8.70705 -0.13 0.13 -0.30 0.09
H -25.99283 -24.77650 10.87026 0.02 0.32 0.03 0.09
H -27.82792 -22.76600 10.50145 -0.04 -0.22 -0.05 0.10
H -28.86045 -23.22330 8.17292 0.28 -0.05 0.18 0.14
H -27.78737 -25.09787 6.96770 0.21 -0.02 0.04 0.10
C -15.96027 -20.06974 13.30470 0.04 -0.25 2.13 -0.13
C -16.21017 -20.74712 12.12848 1.46 -0.93 -1.67 -0.11
C -15.14209 -21.65765 11.96273 -1.20 0.40 -0.44 -0.13
N -14.37606 -21.57243 13.06815 0.70 -0.88 -0.16 -0.02
C -14.87351 -20.68299 13.94106 -0.43 1.41 0.07 -0.14
H -16.61411 -19.31252 13.71152 0.19 -0.02 0.17 0.09
H -16.97532 -20.47615 11.41608 0.06 -0.32 -0.02 0.09
H -14.84682 -22.39287 11.22879 -0.36 0.27 -0.26 0.10
H -13.47549 -22.02602 13.12586 -0.33 -0.03 0.30 0.15
H -14.40607 -20.57155 14.90826 -0.12 0.33 -0.14 0.10
C -21.94148 -19.43651 6.39398 -0.17 -2.93 0.13 -0.11
C -22.94419 -18.52069 6.12771 -1.73 0.46 0.88 -0.15
C -24.17598 -19.16418 6.26217 1.36 -0.25 -1.72 -0.12
N -23.89102 -20.53664 6.24944 -1.77 1.97 1.43 -0.01
C -22.57705 -20.73012 6.49342 1.33 1.66 -0.38 -0.13
H -20.90484 -19.17561 6.54792 0.00 -0.40 -0.19 0.08
H -22.81047 -17.46698 5.93223 -0.03 -0.01 0.27 0.09
H -25.16666 -18.73431 6.24952 -0.01 -0.40 -0.29 0.10
H -24.66381 -21.16766 6.40657 0.55 -0.36 0.06 0.14
H -22.26494 -21.73310 6.74443 0.44 0.24 -0.18 0.10
```
Forces are in eV/Å.

Calculated values
- HOMO-LUMO gap: 8.050 eV
- Electronic energy: -113242.0873 eV
- HOMO level: -7.887 eV
- LUMO level: 0.2 eV


(4)
2 unconnected molecules or ions with the total composition C3H10N4. Source: the Open Molecules 2025 dataset; level of theory: ωB97M-V with the def2-TZVPD basis set.

```
17
Properties=species:S:1:pos:R:3:forces:R:3:nbo_charge:R:1
H -2.62469 1.69352 2.20652 -0.63 0.39 0.56 0.33
N -2.08175 1.12674 1.59442 1.34 0.07 -0.59 -0.72
C -0.86527 1.54136 1.64154 -0.21 -0.49 0.14 0.29
N 0.14504 1.00571 0.88827 -0.37 1.79 0.99 -0.64
C 1.49692 1.31458 1.27936 0.51 -0.31 0.55 -0.41
H -0.49310 2.32136 2.33185 -0.30 -0.07 -0.30 0.13
H -0.08882 0.17718 0.41608 0.04 -1.34 -0.65 0.42
H 2.23202 0.88950 0.58082 -0.38 0.15 0.14 0.21
H 1.64371 2.40372 1.31704 0.00 -0.29 -0.10 0.20
H 1.72090 0.91423 2.29581 0.07 0.20 -0.56 0.18
H -1.07236 -0.32192 -1.30566 -0.02 -0.07 0.33 0.35
N -0.50070 -1.13536 -1.06625 0.76 0.21 -2.11 -0.73
C 0.22484 -1.38222 -2.11524 -0.13 -0.83 1.65 0.28
N 1.04589 -2.50591 -2.16153 -0.07 1.17 -1.65 -0.82
H 0.26837 -0.76633 -3.05142 -0.24 -0.64 0.76 0.16
H 1.43138 -3.02222 -1.39754 -0.43 0.19 0.61 0.40
H 1.58428 -2.56962 -3.01186 0.07 -0.13 0.22 0.38
```
Forces are in eV/Å.

Calculated values
- HOMO-LUMO gap: 9.292 eV
- Electronic energy: -9232.8990 eV
- Energy above the lowest of the compared OMol25 structures with the same formula, charge and spin: 15.79 kcal/mol
- HOMO level: -8.453 eV
- LUMO level: 0.8 eV